77
Properties=species:S:1:pos:R:3 method="wB97M-V/def2-TZVPD" total_charge=-2 s2=2.02 homo_ha="0.0069 / -0.0829" largest_force_ev_per_a=1.3 homo_lumo_gap_ev="3.0 / 5.5" energy_ha=-3844.7538 spin_multiplicity=3
Ti -0.86 -0.91 -0.74
O 1.77 -3.25 -0.74
S 2.43 -1.99 -0.94
O 3.35 -1.94 -2.06
N 1.38 -0.80 -0.89
C 1.87 0.52 -1.00
C 3.17 0.89 -1.35
C 3.54 2.23 -1.38
C 2.64 3.23 -1.07
C 1.32 2.90 -0.72
C 0.35 3.89 -0.40
C -0.95 3.47 -0.09
C -1.26 2.13 -0.10
N -0.36 1.15 -0.39
C 0.93 1.54 -0.70
C 3.45 -1.77 0.53
C 2.97 -1.08 1.63
C 3.74 -1.01 2.79
C 4.98 -1.63 2.84
C 5.45 -2.32 1.73
C 4.69 -2.39 0.58
H 3.89 0.14 -1.64
H 4.55 2.48 -1.68
H 2.93 4.27 -1.11
H 0.62 4.94 -0.42
H -1.73 4.18 0.15
H -2.26 1.77 0.10
H 1.99 -0.62 1.58
H 3.35 -0.47 3.65
H 5.57 -1.57 3.74
H 6.42 -2.80 1.77
H 5.05 -2.92 -0.29
C 0.11 -3.82 3.64
C -0.20 -2.89 2.51
N -0.19 -1.61 2.60
O 0.15 -1.15 3.89
C -0.54 -3.47 1.20
C -0.64 -4.93 0.94
N -0.73 -2.63 0.24
O -1.07 -3.00 -0.96
H -0.73 -4.49 3.80
H 0.33 -3.28 4.55
H 0.97 -4.44 3.38
H 0.07 -0.20 3.78
H -0.07 -5.52 1.66
H -0.26 -5.12 -0.06
H -1.69 -5.27 0.96
O -2.91 0.71 -2.78
C -1.73 0.49 -2.99
O -1.09 -0.60 -2.73
C -0.85 1.59 -3.57
C -1.36 2.89 -3.62
C -0.57 3.95 -4.04
C 0.74 3.73 -4.44
C 1.21 2.42 -4.41
C 0.46 1.35 -3.96
N 2.58 2.19 -4.90
O 2.97 1.04 -4.99
O 3.23 3.16 -5.27
H -2.38 3.04 -3.28
H -0.97 4.95 -4.03
H 1.38 4.53 -4.76
H 0.87 0.35 -3.91
I -7.59 2.41 4.23
C -6.29 1.27 3.04
C -6.79 0.21 2.30
C -5.93 -0.54 1.53
C -4.57 -0.24 1.48
C -4.08 0.83 2.23
C -4.94 1.59 3.02
C -3.63 -1.10 0.63
O -4.02 -2.21 0.29
O -2.52 -0.53 0.38
H -7.85 -0.02 2.32
H -6.28 -1.38 0.95
H -3.03 1.07 2.17
H -4.56 2.42 3.60